Record 1
The following is a quantum chemistry calculation of a molecular structure, C54H56N10W in a non-equilibrium geometry, from OMol25.

ORCA input file:
```
! RIJCOSX wB97M-V def2-TZVPD def2/J DEFGRID3
* xyz 2 3
W -0.402 0.532 0.255
C -1.284 6.458 1.639
C 0.151 6.053 1.268
C 0.393 4.587 1.493
C 0.903 3.917 2.570
C 1.496 4.383 3.875
C 1.503 5.882 4.167
C 0.813 2.504 2.267
N 0.293 2.331 1.011
C -0.004 3.580 0.525
C -0.592 3.836 -0.691
C -0.885 2.922 -1.730
C -1.208 3.363 -3.080
C -1.492 4.782 -3.474
C -0.216 5.594 -3.751
C -1.142 2.267 -3.862
C -0.848 1.128 -2.992
C -0.601 -0.124 -3.501
C -0.499 -1.335 -2.736
N 0.315 -1.327 -0.549
C 0.562 -2.691 -0.292
C 0.959 -2.925 0.963
C 1.098 -1.834 1.943
N 0.700 -0.526 1.821
C 1.167 0.112 2.949
C 1.171 1.481 3.143
C 1.787 -0.839 3.844
C 1.744 -2.044 3.205
C 2.319 -3.350 3.671
C 3.703 -3.635 3.074
C 2.436 -0.510 5.153
C 3.858 0.056 4.984
C -0.030 -3.393 -1.560
C 0.180 -2.509 -2.862
C 1.009 -2.925 -4.037
C 0.178 -3.649 -5.112
C 0.341 -4.862 -1.718
C -0.034 -5.818 -0.571
N -0.741 1.590 -1.660
C -1.350 2.180 -5.343
C -0.035 2.281 -6.132
H -1.435 7.528 1.487
H -1.489 6.235 2.689
H -2.020 5.925 1.030
H 0.855 6.643 1.842
H 0.337 6.293 0.219
H 2.525 4.014 3.920
H 0.963 3.874 4.683
H 2.170 6.425 3.496
H 1.866 6.045 5.181
H 0.504 6.319 4.103
H -0.770 4.879 -0.920
H -2.077 5.269 -2.692
H -2.118 4.780 -4.368
H 0.437 5.628 -2.874
H -0.466 6.619 -4.028
H 0.354 5.153 -4.572
H -0.504 -0.186 -4.581
H 1.215 -3.918 1.311
H 1.566 1.806 4.098
H 1.637 -4.166 3.422
H 2.387 -3.338 4.758
H 3.664 -3.681 1.981
H 4.095 -4.585 3.438
H 4.412 -2.850 3.347
H 2.483 -1.411 5.763
H 1.818 0.204 5.703
H 4.517 -0.679 4.518
H 4.282 0.322 5.954
H 3.860 0.950 4.355
H 1.825 -3.575 -3.716
H 1.465 -2.038 -4.485
H -0.228 -4.592 -4.743
H 0.801 -3.870 -5.979
H -0.656 -3.025 -5.441
H 1.427 -4.881 -1.856
H -0.083 -5.232 -2.653
H -0.210 -5.303 0.374
H 0.763 -6.547 -0.412
H -0.941 -6.376 -0.795
H -2.017 2.984 -5.652
H -1.858 1.248 -5.588
H 0.452 3.243 -5.958
H -0.227 2.190 -7.201
H 0.669 1.495 -5.845
C 3.594 0.809 -1.611
C 2.483 1.358 -0.992
N 1.472 0.576 -0.702
C 1.506 -0.695 -1.025
C 2.646 -1.263 -1.573
N 3.679 -0.495 -1.878
C -1.070 -1.402 -1.362
C -1.499 -2.892 -1.306
C -2.265 -3.316 -0.105
C -2.402 -2.406 0.852
C -2.118 -0.985 0.639
N -1.920 -0.474 -0.678
C -2.492 -0.023 1.635
C -3.159 -0.249 2.860
N -3.447 0.727 3.684
C -3.072 1.978 3.336
C -2.356 2.217 2.203
N -2.056 1.217 1.364
C -2.980 -4.623 -0.094
C -3.632 -5.095 1.039
C -4.342 -6.284 0.975
N -4.452 -7.026 -0.132
C -3.818 -6.576 -1.215
C -3.074 -5.402 -1.241
H 4.440 1.431 -1.879
H 2.405 2.402 -0.717
H 2.731 -2.327 -1.762
H -2.076 -3.078 -2.205
H -2.919 -2.661 1.768
H -3.463 -1.248 3.152
H -3.357 2.786 3.997
H -2.021 3.206 1.933
H -3.597 -4.561 1.983
H -4.850 -6.660 1.858
H -3.904 -7.184 -2.110
H -2.581 -5.122 -2.167
*
```

Values from the calculation:
HOMO-LUMO gap (spin up / spin down) (eV): 5.61 / 5.26
LUMO level (spin up / spin down) (eV): -6.5 / -7.3
⟨S²⟩: 2.198

Löwdin population analysis, charges in e, atoms 1 to 4:
1. W 1.782
2. C -0.068
3. C -0.176
4. C -0.098



Record 2
The following is a quantum chemistry calculation of a molecular structure, C54H57BrGeN13O3Tl in a non-equilibrium geometry, from OMol25.

ORCA input file:
```
! RIJCOSX wB97M-V def2-TZVPD def2/J DEFGRID3
* xyz -2 1
Tl -0.861 -1.149 0.810
C 1.712 1.282 -0.962
O 1.792 -0.001 -0.348
C 2.997 -0.509 -0.079
C 4.188 0.008 -0.532
C 5.381 -0.631 -0.182
Br 7.030 0.089 -0.809
C 5.389 -1.753 0.597
C 4.177 -2.269 1.073
C 2.979 -1.660 0.757
O 1.804 -2.072 1.216
C 4.133 -3.467 1.920
N 3.032 -3.988 2.363
C 3.411 -5.091 3.121
C 2.634 -6.002 3.827
C 3.288 -7.007 4.513
C 4.691 -7.109 4.500
C 5.474 -6.212 3.800
C 4.803 -5.206 3.112
N 5.238 -4.150 2.331
H 2.119 1.259 -1.974
H 2.241 2.023 -0.362
H 0.657 1.536 -0.989
H 4.208 0.893 -1.149
H 6.332 -2.224 0.841
H 1.938 -2.874 1.765
H 1.554 -5.914 3.828
H 2.711 -7.731 5.074
H 5.170 -7.907 5.053
H 6.553 -6.292 3.794
H 6.190 -3.915 2.119
C -3.778 -3.921 2.341
N -2.602 -3.702 1.523
C -2.179 -4.735 0.900
C -1.015 -4.826 0.055
C -0.538 -6.014 -0.518
C 0.659 -5.678 -1.165
C 0.821 -4.299 -0.934
N -0.183 -3.779 -0.208
C -3.480 -4.129 3.817
C -2.310 -3.660 4.404
C -2.066 -3.866 5.757
C -2.992 -4.539 6.544
C -4.169 -5.000 5.969
C -4.404 -4.797 4.616
H -4.354 -4.788 1.990
H -4.433 -3.051 2.250
H -2.736 -5.681 0.999
H -1.009 -6.988 -0.459
H 1.322 -6.328 -1.719
H 1.636 -3.668 -1.279
H -1.597 -3.118 3.797
H -1.149 -3.491 6.196
H -2.798 -4.701 7.598
H -4.907 -5.514 6.575
H -5.324 -5.164 4.169
C -0.724 5.031 2.863
N -0.652 3.640 2.455
C -0.799 3.097 1.192
N -0.871 1.837 1.170
C -0.900 1.440 2.618
N -0.655 2.681 3.390
C -2.108 5.593 3.117
C -2.316 6.388 4.235
C -3.593 6.916 4.474
C -4.632 6.682 3.596
C -4.412 5.915 2.428
C -3.142 5.359 2.229
C -5.447 5.745 1.457
N -6.699 6.157 1.489
N -7.283 5.801 0.324
C -6.343 5.183 -0.409
O -5.163 5.122 0.280
C -6.416 4.651 -1.704
C -7.640 4.666 -2.444
C -7.693 4.117 -3.707
C -6.550 3.542 -4.302
C -5.345 3.550 -3.588
C -4.129 2.932 -4.238
N -2.856 3.269 -3.620
C -2.031 2.412 -2.827
N -0.733 3.097 -2.747
C -0.954 4.224 -3.602
N -2.122 4.320 -4.107
C -5.274 4.082 -2.328
H -0.219 5.635 2.105
H -0.145 5.091 3.781
H -0.796 3.745 0.320
H -2.004 1.281 2.808
H -1.503 6.566 4.931
H -3.768 7.515 5.361
H -5.618 7.091 3.765
H -2.981 4.737 1.354
H -8.515 5.105 -1.985
H -8.630 4.136 -4.256
H -6.593 3.118 -5.303
H -4.091 3.242 -5.284
H -4.232 1.844 -4.234
H -2.484 2.004 -1.933
H -0.193 4.975 -3.748
H -4.328 4.081 -1.796
C -2.111 0.201 -5.887
Ge -0.651 1.389 -5.367
C 1.017 0.380 -5.525
C -0.633 2.863 -6.626
C -0.840 1.766 -3.458
H -1.828 -0.356 -6.784
H -3.022 0.763 -6.094
H -2.320 -0.518 -5.091
H 1.110 -0.074 -6.513
H 1.035 -0.413 -4.775
H 1.881 1.025 -5.354
H -0.658 2.437 -7.632
H 0.264 3.477 -6.523
H -1.503 3.502 -6.480
H -0.368 0.992 -2.863
C -0.250 0.322 5.367
C 0.641 0.191 4.108
C 1.804 1.210 4.216
C 1.291 -1.187 4.147
N -0.110 0.271 2.860
H 0.328 0.167 6.288
H -1.045 -0.430 5.325
H -0.711 1.308 5.417
H 2.352 1.103 5.165
H 1.427 2.228 4.153
H 2.501 1.039 3.388
H 1.764 -1.374 5.119
H 2.058 -1.258 3.374
H 0.545 -1.963 3.958
*
```

Values from the calculation:
HOMO-LUMO gap (spin up / spin down) (eV): 5.25 / 2.91
LUMO level (spin up / spin down) (eV): 3.1 / 3.1
Relative energy (zero: lowest compared OMol25 entry of this formula, charge and spin) (eV): 3.622

Löwdin population analysis, charges in e, atoms 1 to 4:
1. Tl 0.838
2. C -0.059
3. O -0.125
4. C -0.203



Record 3
The following is a quantum chemistry calculation of a molecular structure, C54H57N12OPbSSe in a non-equilibrium geometry, from OMol25.

ORCA input file:
```
! RIJCOSX wB97M-V def2-TZVPD def2/J DEFGRID3
* xyz 1 1
Pb -1.403 0.861 -0.799
C -2.363 -1.863 1.560
N -2.771 -0.886 0.547
C -4.027 -0.819 0.274
C -4.568 0.085 -0.676
C -5.913 0.280 -1.033
C -5.927 1.299 -1.977
C -4.589 1.672 -2.164
N -3.772 0.956 -1.382
C -2.910 -1.594 2.949
C -2.754 -0.337 3.522
C -3.245 -0.070 4.790
C -3.899 -1.062 5.507
C -4.061 -2.317 4.943
C -3.566 -2.583 3.672
H -1.274 -1.853 1.602
H -2.680 -2.866 1.251
H -4.747 -1.471 0.782
H -6.762 -0.265 -0.647
H -6.785 1.720 -2.476
H -4.204 2.422 -2.840
H -2.269 0.438 2.953
H -3.104 0.915 5.220
H -4.279 -0.857 6.499
H -4.569 -3.096 5.497
H -3.696 -3.571 3.246
C 7.883 -4.438 9.087
O 7.554 -4.977 7.819
C 6.632 -4.343 7.071
C 6.341 -4.930 5.837
C 5.418 -4.357 4.994
C 4.756 -3.176 5.350
C 5.041 -2.607 6.587
C 5.967 -3.177 7.442
C 3.814 -2.524 4.451
N 3.162 -1.408 4.686
C 2.438 -1.151 3.558
C 2.655 -2.134 2.612
N 3.533 -3.006 3.197
C 2.057 -2.135 1.326
C 2.293 -3.130 0.367
C 1.643 -3.061 -0.835
C 0.766 -1.997 -1.051
N 0.543 -1.031 -0.187
C 1.178 -1.063 1.012
C 0.958 -0.001 1.992
N 0.158 1.026 1.660
C -0.042 1.999 2.526
C 0.531 2.027 3.799
C 1.343 0.988 4.172
C 1.579 -0.052 3.263
H 8.624 -5.110 9.509
H 7.009 -4.403 9.743
H 8.310 -3.436 8.996
H 6.858 -5.840 5.564
H 5.217 -4.851 4.052
H 4.520 -1.703 6.870
H 6.165 -2.705 8.394
H 3.903 -3.843 2.788
H 2.980 -3.938 0.583
H 1.795 -3.808 -1.602
H 0.203 -1.930 -1.964
H -0.698 2.796 2.197
H 0.332 2.854 4.467
H 1.818 0.943 5.143
Se -5.390 2.397 2.278
N -5.720 3.861 1.378
C -4.629 4.149 0.688
C -4.431 5.273 -0.146
C -3.214 5.395 -0.747
C -2.214 4.406 -0.556
N -2.347 3.338 0.189
C -3.531 3.214 0.845
N -3.758 2.232 1.693
H -5.218 6.003 -0.272
H -2.997 6.238 -1.388
H -1.252 4.515 -1.046
C 2.553 1.432 -1.529
C 2.416 2.958 -1.585
C 1.587 3.494 -0.412
C 1.855 3.395 -2.917
C 2.667 4.117 -3.754
C 2.225 4.573 -4.994
C 0.918 4.333 -5.404
C 0.028 3.625 -4.628
C -1.398 3.545 -5.129
C -2.283 4.433 -4.246
C -1.967 2.128 -5.214
C 0.474 3.060 -3.326
N -0.280 2.316 -2.596
H 3.039 1.129 -0.599
H 3.153 1.073 -2.368
H 1.570 0.973 -1.574
H 3.417 3.392 -1.509
H 0.588 3.068 -0.429
H 1.511 4.583 -0.464
H 2.060 3.226 0.533
H 3.678 4.346 -3.439
H 2.893 5.137 -5.633
H 0.581 4.727 -6.355
H -1.391 3.966 -6.140
H -2.405 3.960 -3.275
H -3.261 4.564 -4.709
H -1.834 5.419 -4.107
H -2.020 1.690 -4.228
H -1.346 1.500 -5.854
H -2.974 2.145 -5.632
C -0.912 -4.957 -5.868
C -0.836 -4.614 -4.380
N -1.640 -3.466 -3.992
C -1.228 -2.187 -3.916
S -2.212 -1.079 -3.090
N -0.058 -1.888 -4.500
C 0.609 -0.598 -4.451
C 1.018 -0.137 -5.841
H -0.354 -5.874 -6.055
H -0.503 -4.163 -6.494
H -1.948 -5.123 -6.159
H 0.200 -4.431 -4.081
H -1.199 -5.469 -3.810
H -2.564 -3.632 -3.631
H 0.390 -2.594 -5.064
H 1.494 -0.673 -3.810
H -0.083 0.107 -3.994
H 1.730 -0.831 -6.292
H 1.492 0.842 -5.775
H 0.151 -0.062 -6.497
*
```

Values from the calculation:
HOMO-LUMO gap (eV): 4.61
LUMO level (eV): -4.3
Relative energy (zero: lowest compared OMol25 entry of this formula, charge and spin) (eV): 0.457

Löwdin population analysis, charges in e, atoms 1 to 4:
1. Pb 1.279
2. C -0.172
3. N -0.071
4. C -0.138



no.,M (g mol⁻¹)
1,1028.95
2,1293.04
3,1208.36